1.
# C34H25Br2Cl3N9O2S2Zr

A molecular structure, C34H25Br2Cl3N9O2S2Zr (the ωB97M-V functional and the def2-TZVPD basis, OMol25).

Last column: Löwdin charge in e.
Element x y z (Å)
H1 1.291 0.477 -4.805  0.115
C1 -2.518 1.420 3.059  -0.586
H2 5.281 -2.434 2.560  0.145
N1 0.881 -1.024 -0.849  -0.122
H3 -3.656 1.403 -0.967  0.083
Cl1 -5.305 -0.472 -2.339  0.746
C2 -1.357 -0.556 3.787  -0.156
C3 -3.737 0.164 -2.717  -0.657
C4 -1.643 -1.523 5.962  0.040
Zr1 0.236 -1.195 1.248  1.869
C5 0.074 1.910 -3.694  -0.329
N2 -1.485 -2.583 0.683  -0.188
H4 -0.429 -3.254 6.314  0.131
N3 -0.441 -1.523 3.440  -0.026
C6 -2.350 -2.156 -0.312  -0.217
C7 1.288 0.958 -3.831  -0.032
N4 2.034 -2.693 1.726  -0.014
C8 -1.901 1.593 -2.203  -0.032
C9 -2.927 0.536 5.277  -0.601
H5 3.931 1.998 3.530  0.195
C10 -0.139 -2.446 4.351  -0.101
H6 -4.363 -2.637 -1.005  0.051
C11 2.801 4.492 -3.617  -0.144
N5 3.437 1.228 3.094  0.098
C12 0.906 -1.420 -3.047  0.000
C13 -1.621 0.422 2.809  -0.349
H7 1.589 2.085 2.462  0.160
H8 -1.563 -4.026 2.239  0.084
C14 3.032 5.227 -2.496  -0.399
H9 3.237 -5.794 1.305  0.137
C15 -1.991 -0.518 5.041  -0.159
Br1 -2.863 2.725 1.765  0.905
C16 3.117 -0.710 2.434  -0.294
C17 3.223 -4.738 1.543  -0.045
N6 4.012 0.007 3.048  0.193
C18 4.353 -2.891 2.238  -0.001
C19 -3.178 1.470 4.310  -0.119
C20 -3.538 -2.802 -0.329  -0.326
H10 0.400 4.328 -5.846  0.146
H11 -3.886 2.266 4.496  0.117
H12 2.220 1.506 -3.702  0.140
C21 3.189 -2.140 2.140  -0.176
S1 -3.586 -3.985 0.899  1.185
H13 1.130 -4.454 1.086  0.118
C22 2.052 -3.997 1.425  -0.073
H14 0.292 2.572 -2.845  0.120
C23 -3.110 -0.235 -3.886  -0.107
C24 2.238 1.226 2.534  -0.067
O1 -0.934 0.256 1.640  -0.296
C25 -1.868 0.297 -4.203  -0.558
C26 0.901 3.657 -5.150  -0.114
H15 -3.590 -0.932 -4.559  0.118
N7 4.360 -4.185 1.944  0.156
H16 3.591 4.067 -4.223  0.121
O2 -0.094 2.660 -4.856  -0.097
H17 3.983 5.494 -2.064  0.075
N8 1.214 -0.098 -2.812  -0.017
H18 1.375 1.068 -1.051  0.159
H19 0.595 -3.192 4.067  0.115
C27 -0.716 -2.480 5.618  0.003
C28 -1.239 1.227 -3.373  -0.176
C29 -2.046 -3.552 1.398  -0.459
H20 -1.457 2.352 -1.568  0.107
H21 0.461 -3.015 -1.610  0.116
Cl2 -1.141 -0.237 -5.682  0.806
C30 0.712 -1.993 -1.838  -0.103
S2 1.579 5.819 -1.814  1.021
C31 -3.141 1.076 -1.861  -0.109
Cl3 -1.057 5.202 -3.048  0.722
H22 0.847 -1.821 -4.044  0.136
H23 1.742 3.198 -5.677  0.134
C32 1.189 0.107 -1.504  -0.112
C33 0.652 5.074 -3.046  -0.980
C34 1.418 4.398 -3.953  -0.343
N9 1.988 -0.004 2.085  -0.010
H24 -2.105 -1.533 6.941  0.107
H25 -2.059 -1.366 -0.992  0.101
Br2 -3.817 0.648 6.919  0.918

Summary:
2S+1: 1
HOMO-LUMO gap in eV: 5.04
Total charge: +3
HOMO level in eV: -14.63
Energy above the lowest of the compared OMol25 structures with the same formula, charge and spin in kJ/mol: 1.3


2.
# C34H25Br2FeN5O2S2

A molecular structure, C34H25Br2FeN5O2S2 in a non-equilibrium geometry (the ωB97M-V functional and the def2-TZVPD basis, OMol25).

Last column: Mulliken spin population.
Element x y z (Å)
C1 -3.457 2.580 1.550  0.001
C2 1.155 3.409 -5.668  0.000
N1 -0.012 -0.849 -1.934  0.021
C3 1.174 5.831 2.416  0.000
H1 1.017 3.553 4.907  0.000
C4 0.513 1.395 -2.548  -0.002
C5 0.183 3.300 2.957  0.004
C6 -0.771 -1.837 5.140  0.005
C7 -0.116 4.747 -4.140  0.000
H2 -0.601 3.829 -2.264  -0.001
C8 -0.017 3.883 1.721  -0.001
C9 -0.115 3.711 -3.222  0.000
Fe1 0.485 -0.145 0.340  3.823
C10 -2.563 3.575 1.206  0.006
C11 -4.961 4.244 2.389  0.000
H3 -5.361 2.138 2.417  0.000
N2 1.031 1.488 -1.363  0.023
C12 0.512 2.505 -3.528  0.001
C13 1.165 2.372 -4.752  -0.001
N3 1.638 2.619 -0.978  -0.018
Br1 1.556 -5.216 0.634  0.001
H4 0.494 5.402 -6.086  0.000
C14 1.352 5.268 3.669  0.000
C15 -0.432 -0.231 -4.202  0.002
H5 3.609 3.523 1.326  0.000
H6 -0.477 0.534 -4.960  0.000
H7 -1.751 0.026 5.524  0.000
C16 0.540 -2.829 1.761  -0.006
C17 -1.269 -0.608 4.794  -0.004
H8 -0.846 -2.201 6.156  0.000
C18 -2.860 4.907 1.430  -0.001
Br2 0.312 -4.693 6.124  0.000
H9 3.171 4.369 -0.124  -0.001
H10 -1.085 -1.793 -5.506  0.000
C19 -4.065 5.237 2.027  0.000
H11 -0.966 -3.528 -3.710  0.000
C20 0.336 -3.941 4.369  0.006
H12 1.173 -5.709 3.505  0.000
C21 -0.725 -2.495 -3.506  0.001
C22 -0.165 -2.642 4.156  -0.001
S1 -0.992 3.052 0.436  -0.002
O1 -0.968 1.592 0.716  0.006
H13 -1.565 0.770 3.152  0.003
C23 2.291 2.552 0.159  -0.002
N4 2.978 3.652 0.553  0.005
C24 -0.353 -2.091 -2.232  -0.003
C25 -0.063 -2.093 2.848  -0.003
N5 -0.539 -0.873 2.535  0.021
H14 1.576 6.809 2.204  0.000
C26 0.488 5.137 1.433  0.000
H15 0.345 5.565 0.453  0.001
H16 -2.155 5.679 1.166  0.000
C27 0.911 -4.149 2.063  0.009
H17 -0.199 2.309 3.146  0.001
H18 -5.896 4.507 2.857  0.000
C28 -4.661 2.915 2.148  0.000
C29 0.837 -4.696 3.335  -0.002
H19 -0.296 -2.802 -1.417  -0.001
H20 -3.190 1.553 1.354  -0.002
O2 0.680 -2.295 0.616  0.039
C30 0.504 4.594 -5.369  0.000
S2 2.357 1.202 1.221  0.061
H21 1.661 3.292 -6.615  0.000
H22 1.865 5.822 4.441  0.000
C31 0.868 3.998 3.936  0.000
H23 1.704 1.463 -4.974  0.000
C32 -1.146 -0.176 3.467  -0.005
H24 -4.305 6.271 2.210  0.000
H25 -0.606 5.680 -3.897  0.000
C33 -0.781 -1.532 -4.503  -0.001
C34 -0.007 0.082 -2.906  0.019

Summary:
2S+1: 5
HOMO-LUMO gap (spin up / spin down) in eV: 6.82 / 6.82
⟨S²⟩: 6.009
HOMO level (spin up / spin down) in eV: -7.04 / -7.06
Energy above the lowest of the compared OMol25 structures with the same formula, charge and spin in kJ/mol: 64.8


3.
# C34H25F5FeN3OS2Se

A molecular structure, C34H25F5FeN3OS2Se (the ωB97M-V functional and the def2-TZVPD basis, OMol25).

Last column: Mulliken spin population.
Element x y z (Å)
H1 -2.330 1.977 3.566  0.000
C1 1.363 2.800 2.305  0.005
C2 4.187 3.361 2.162  0.018
H2 1.259 4.850 3.000  0.002
Fe1 -0.678 -1.622 0.460  3.768
S1 1.587 -2.562 1.339  0.031
C3 2.628 -1.450 0.652  -0.005
C4 0.115 -4.663 -4.752  0.000
C5 -0.500 -4.627 -5.992  0.000
C6 -5.079 0.670 2.091  0.001
H3 4.371 1.275 1.662  0.000
F1 -3.761 -3.115 2.892  -0.001
S2 0.541 -3.752 -2.197  0.022
C7 4.325 -2.413 -2.316  -0.001
C8 4.256 -1.299 -3.139  0.001
C9 -3.261 5.202 3.083  0.004
H4 4.244 -2.241 1.533  -0.001
F2 -4.206 0.561 -0.052  -0.001
C10 -3.319 3.875 3.495  -0.002
N1 2.299 -0.491 -0.231  -0.014
C11 -4.383 -0.036 1.127  -0.016
H5 0.903 -5.377 -4.545  0.000
N2 3.945 -1.438 1.006  0.002
H6 -2.067 6.659 2.056  0.000
C12 3.047 -0.924 -3.719  0.000
H7 3.617 5.323 2.826  -0.001
C13 -3.921 -1.329 1.342  0.028
H8 -0.191 -5.314 -6.769  0.000
H9 0.891 -0.088 -1.544  -0.007
C14 -1.337 -2.876 -3.985  0.001
C15 -2.127 5.636 2.412  -0.002
O1 -0.307 -2.862 -1.346  -0.009
H10 -4.089 5.876 3.267  0.000
C16 -4.173 -1.876 2.592  -0.007
C17 1.979 -2.773 -2.640  0.000
H11 5.147 -0.718 -3.336  0.000
C18 3.686 2.086 1.903  -0.011
C19 -5.314 0.094 3.327  0.001
H12 2.999 -0.057 -4.365  0.000
C20 -0.297 -3.769 -3.775  0.004
H13 -1.997 -3.685 -7.204  0.000
H14 5.268 -2.711 -1.875  0.000
H15 3.209 -4.004 -1.387  0.001
C21 -2.267 3.013 3.251  0.006
C22 -0.026 2.477 2.326  -0.032
C23 -0.737 0.012 1.672  -0.083
C24 -1.097 3.433 2.590  0.015
Se1 -3.064 -2.317 -0.046  0.069
H16 -0.216 5.135 1.610  0.001
H17 -1.681 -2.252 -3.168  -0.001
C25 3.180 -3.154 -2.057  0.002
F3 -5.999 0.761 4.266  0.000
C26 3.267 4.330 2.560  -0.006
H18 1.987 0.796 1.846  -0.005
H19 0.962 -1.391 -3.938  0.001
C27 -1.069 4.774 2.169  0.003
F4 -5.080 -1.751 4.774  0.000
H20 4.614 -1.092 0.334  0.000
C28 2.337 1.811 1.978  0.028
H21 5.245 3.579 2.099  0.002
C29 1.914 4.067 2.645  0.007
N3 0.965 -0.220 -0.543  0.060
H22 -2.762 -2.165 -5.414  0.000
H23 -4.195 3.510 4.016  0.000
H24 2.957 0.268 -0.351  0.001
H25 0.605 0.574 -0.001  -0.013
C30 -0.400 1.158 1.987  0.138
C31 -1.520 -3.714 -6.233  0.000
C32 -1.947 -2.853 -5.231  -0.001
C33 -4.852 -1.185 3.579  -0.001
C34 1.904 -1.667 -3.480  -0.001
F5 -5.553 1.892 1.833  0.000

Summary:
2S+1: 5
HOMO-LUMO gap (spin up / spin down) in eV: 3.63 / 3.69
Total charge: -1
⟨S²⟩: 6.020
HOMO level (spin up / spin down) in eV: -2.08 / -2.16
Energy above the lowest of the compared OMol25 structures with the same formula, charge and spin in kJ/mol: 73.3


Computed values of E (unit: a.u.) for the preceding records, in sequence: -9325.25750, -8943.07186, -6510.91364.